The following is a quantum chemistry calculation of one molecule with the formula C5H9F, from OMol25.

Geometry (Å):
C  -1.98262  -0.57915  0.15090
C  -0.81473  0.04055  -0.46848
C  0.53364  -0.68768  -0.26239
C  1.37552  -0.27396  0.87452
C  1.80666  0.11646  -0.54830
H  -1.97226  -0.38894  1.23676
H  -2.87387  -0.24370  -0.38234
H  -1.98657  -1.62292  0.00992
H  -1.08471  0.14397  -1.53758
H  0.40030  -1.70386  -0.63272
H  0.77090  0.48323  1.45179
H  1.97631  -0.95335  1.52212
H  2.69540  -0.36665  -1.01303
H  1.68971  1.12177  -0.83482
F  -0.56955  1.31480  0.18915

Its orbital gap is 11.458 eV. The value obtained for the energy relative to the best compared isomer or geometry (same formula, charge and spin) is 23.75 kcal/mol. The calculation puts the largest force on an atom at 2.46 eV/Å. The value obtained for the total energy is -295.7223 hartree.

=====

The following is a quantum chemistry calculation of a 2-piece molecular cluster, C3H8N2S overall, from OMol25.

Geometry (Å):
C  -0.50517  0.86370  1.10756
C  1.74429  0.36950  -0.83351
C  -0.01036  -0.59326  0.96891
N  -2.12265  -0.79562  -0.89313
N  -1.35461  -1.62497  -0.56229
S  1.59768  -0.88626  0.41392
H  -1.57080  0.78535  1.05230
H  -0.01670  1.51669  0.31112
H  -0.10155  1.30024  2.10926
H  2.43094  -0.09294  -1.54237
H  2.08316  1.37382  -0.70981
H  0.83529  0.12924  -1.48835
H  -0.29366  -1.29110  1.75925
H  -2.71586  -1.05440  -1.69284

Its orbital gap (spin up / spin down) is 8.372 / 7.648 eV. The value obtained for the energy relative to the best compared isomer or geometry (same formula, charge and spin) is 106.24 kcal/mol. The calculation puts the largest force on an atom at 4.04 eV/Å. The value obtained for the total energy is -626.6540 hartree.

=====

The following is a quantum chemistry calculation of a 2-piece molecular cluster, C4H13NO2 overall, from OMol25.

Geometry (Å):
C  1.51832  -1.89364  -0.45300
N  0.21478  -1.74199  0.10257
C  -0.62258  -0.97516  -0.81898
C  -1.72300  -0.33713  -0.13001
C  -1.56535  1.14183  0.33976
O  -0.35550  1.11167  1.10334
H  2.18931  -2.48754  0.22271
H  1.56665  -2.50542  -1.39643
H  1.99727  -1.00599  -0.59425
H  0.30096  -1.21209  0.97162
H  -0.10679  -0.18442  -1.36315
H  -0.76382  -1.75064  -1.54650
H  -2.72898  -0.36105  -0.72147
H  -1.96274  -0.74944  0.84723
H  -2.40123  1.71674  0.94966
H  -1.38328  1.68779  -0.62451
H  -0.41918  1.89652  1.77828
H  2.59107  3.09901  0.74209
H  1.55835  1.97050  0.56220
O  2.09575  2.58044  0.02886

The charge is -1. Its orbital gap (spin up / spin down) is 3.164 / 9.445 eV. The value obtained for the energy relative to the best compared isomer or geometry (same formula, charge and spin) is 31.64 kcal/mol. The calculation puts the largest force on an atom at 5.86 eV/Å. The expectation value of S² is 0.751. The value obtained for the total energy is -365.3406 hartree. Its multiplicity is 2.

=====

The following is a quantum chemistry calculation of a 13-piece molecular cluster, C44H57ClF12NO42P2 overall, from OMol25.

Geometry (Å):
C  -0.09261  -0.42644  -3.01292
C  -1.42786  -0.29001  -3.74523
C  -1.73210  1.17816  -3.98911
O  -3.02566  1.44013  -4.47827
P  -4.37934  1.54863  -3.47213
O  -4.77788  -0.09050  -3.79771
Cl  -5.51356  2.09747  -5.28063
C  -5.96467  1.73431  -2.43588
C  -6.18022  0.72019  -1.29360
C  -7.64667  0.22163  -1.28391
C  -7.80367  -0.93701  -2.25596
O  -8.68195  -0.60690  -3.33737
C  -8.20032  -1.08168  -4.58407
O  -3.45660  1.03687  -2.01733
N  -3.24000  2.01594  -1.13751
O  -2.32186  1.80312  -0.42152
P  -3.82397  3.75095  -3.18534
O  -2.34375  4.04142  -3.28639
H  -0.18433  0.15609  -2.10047
H  0.75026  -0.10218  -3.60857
H  -0.00030  -1.45883  -2.71277
H  -2.17060  -0.77076  -3.12640
H  -1.32672  -0.75632  -4.71813
H  -1.05471  1.46648  -4.79456
H  -1.41207  1.80125  -3.16289
H  -4.33418  -0.65635  -3.14911
H  -6.80328  1.65125  -3.10628
H  -6.06083  2.72403  -1.99576
H  -5.56439  -0.16112  -1.38166
H  -6.01091  1.21713  -0.34508
H  -8.32784  1.02484  -1.52127
H  -7.83275  -0.15607  -0.28397
H  -8.19213  -1.83212  -1.76756
H  -6.84511  -1.20799  -2.67820
H  -7.47043  -0.37612  -4.97666
H  -9.04166  -1.18355  -5.25639
H  -7.71083  -2.04766  -4.49969
H  -4.46388  4.42570  -4.24636
H  -4.43376  4.29887  -2.02967
C  -1.27974  6.32176  -1.23841
C  -0.48140  7.60067  -1.16577
O  -0.93039  8.18052  0.05325
C  -1.32122  7.16120  0.86577
O  -1.49901  7.25763  2.03515
O  -1.45477  6.01756  0.15879
F  -0.76480  8.44420  -2.18745
H  -2.25159  6.47115  -1.70603
H  -0.76833  5.51407  -1.75421
H  0.59917  7.45963  -1.11383
C  1.55477  -5.22227  -2.05360
C  0.43890  -6.23230  -2.01795
O  -0.70484  -5.43119  -2.27255
C  -0.29611  -4.36222  -3.01819
O  -1.01642  -3.62520  -3.59756
O  1.05620  -4.26330  -2.99488
F  0.32356  -6.79555  -0.78070
H  1.69693  -4.74140  -1.08437
H  2.48941  -5.64713  -2.38733
H  0.51804  -7.01633  -2.76941
C  6.69952  -4.87329  -2.44371
C  5.58643  -4.37320  -3.33646
O  4.82548  -5.55198  -3.55490
C  5.00440  -6.35516  -2.47299
O  4.30940  -7.27389  -2.18954
O  6.05840  -5.94006  -1.73561
F  6.05333  -3.91534  -4.52125
H  7.53322  -5.27060  -3.02434
H  7.06602  -4.11804  -1.75421
H  4.94692  -3.61372  -2.88504
C  -0.10051  3.31249  0.72253
C  -0.05004  3.17450  2.22275
O  1.35469  3.24770  2.48842
C  1.90839  3.99999  1.49203
O  2.99897  4.46838  1.54328
O  1.05275  4.14108  0.46918
F  -0.51300  1.97914  2.65186
H  0.01992  2.35336  0.22142
H  -1.00429  3.78862  0.36732
H  -0.56033  3.97169  2.76707
C  1.36704  4.47266  5.37461
C  2.62926  5.22830  5.70103
O  2.46159  5.52732  7.07808
C  1.66443  4.55111  7.60925
O  1.52471  4.36275  8.77067
O  1.06739  3.84058  6.62887
F  2.72436  6.39006  5.00381
H  0.55239  5.14852  5.10760
H  1.51036  3.74387  4.58488
H  3.54804  4.65685  5.56180
C  5.47852  7.60216  3.50652
C  6.63561  8.55460  3.67803
O  6.83100  9.03978  2.36252
C  5.62433  8.97451  1.72041
O  5.37690  9.52748  0.70340
O  4.75933  8.20607  2.41924
F  7.76571  7.92551  4.09274
H  5.80621  6.60541  3.21717
H  4.85268  7.52597  4.39121
H  6.43998  9.39676  4.34445
C  0.07023  7.86522  7.30765
C  -1.03815  8.85265  7.58700
O  -2.04822  8.44638  6.68265
C  -1.88494  7.11035  6.45470
O  -2.68769  6.40223  5.95660
O  -0.66558  6.70514  6.90276
F  -0.67076  10.12703  7.30698
H  0.70908  8.19770  6.48819
H  0.68460  7.64724  8.17742
H  -1.43175  8.81454  8.60406
C  -0.93157  -7.45054  2.17809
C  0.36536  -6.76410  2.52009
O  0.24516  -6.56795  3.91925
C  -0.56784  -7.55497  4.40171
O  -0.67714  -7.83823  5.54518
O  -1.21837  -8.17164  3.38347
F  0.47160  -5.56219  1.90305
H  -1.72935  -6.73310  1.98390
H  -0.84518  -8.12642  1.33212
H  1.25775  -7.35654  2.31198
C  2.48065  -3.58771  3.28221
C  2.94608  -5.01733  3.43439
O  3.08861  -5.43411  2.08597
C  3.36027  -4.32656  1.34176
O  3.75936  -4.35160  0.22531
O  3.10724  -3.20466  2.04939
F  2.02685  -5.79816  4.04466
H  1.39717  -3.52970  3.17444
H  2.79915  -2.94110  4.09477
H  3.90295  -5.13051  3.94687
C  -7.31926  -6.22197  -5.77551
C  -6.56561  -4.91596  -5.68796
O  -6.93775  -4.43415  -4.40801
C  -7.22159  -5.51929  -3.63203
O  -7.32054  -5.50527  -2.45401
O  -7.37002  -6.62831  -4.40556
F  -6.97185  -4.03757  -6.63393
H  -8.33207  -6.07131  -6.15174
H  -6.81495  -6.97003  -6.38151
H  -5.47974  -5.01282  -5.73303
C  6.90680  3.22043  -0.00830
C  7.52701  4.59803  -0.06589
O  6.90760  5.25044  1.02943
C  6.58331  4.29595  1.94314
O  6.28382  4.52288  3.06813
O  6.66006  3.06381  1.39491
F  7.22101  5.25034  -1.20915
H  5.96153  3.18667  -0.55075
H  7.56402  2.43622  -0.37377
H  8.60950  4.61560  0.07217
C  3.45688  -10.66533  -1.49773
C  2.31058  -11.64690  -1.51978
O  1.21632  -10.81942  -1.86616
C  1.70654  -9.77398  -2.59415
O  1.02516  -9.03744  -3.22896
O  3.05181  -9.70808  -2.47926
F  2.08450  -12.20100  -0.30385
H  3.54718  -10.17529  -0.52736
H  4.41128  -11.10970  -1.76614
H  2.40808  -12.44413  -2.25834

The charge is -1. Its orbital gap is 6.633 eV. The calculation puts the largest force on an atom at 3.62 eV/Å. The value obtained for the total energy is -7267.1232 hartree.